1.
The following is a DFT calculation (ωB97M-V/def2-TZVPD) of a 9-piece molecular cluster, C25H63Br2N3O11 overall in a non-equilibrium geometry.

Atoms and positions in Å:
C -2.15 1.29 3.10
N -2.74 -0.08 3.10
O -2.48 -0.82 4.01
O -3.48 -0.32 2.11
H -2.36 1.66 4.10
H -2.31 1.92 2.22
H -1.07 1.18 3.17
C 2.57 -0.55 -5.16
N 1.29 0.17 -4.83
O 1.12 0.51 -3.62
O 0.59 0.37 -5.80
H 3.10 0.14 -5.82
H 2.31 -1.52 -5.57
H 3.16 -0.73 -4.26
C 1.81 -3.70 3.57
N 0.74 -4.70 3.21
O 1.12 -5.69 2.69
O -0.45 -4.30 3.30
H 2.09 -3.11 2.71
H 2.71 -4.20 3.92
H 1.37 -2.98 4.26
Br -1.77 0.54 -2.60
C -1.35 -0.26 -0.81
C -0.05 -0.98 -0.80
Br 0.37 -1.35 1.08
H -2.18 -0.93 -0.59
H -1.33 0.58 -0.12
H 0.84 -0.45 -1.14
H -0.11 -1.90 -1.38
C -3.39 -3.95 0.80
C -2.25 -4.45 -0.07
O -2.95 -4.96 -1.22
C -2.12 -5.26 -2.35
C -2.97 -5.91 -3.42
H -3.98 -3.32 0.14
H -4.09 -4.74 1.07
H -2.89 -3.41 1.61
H -1.53 -3.72 -0.43
H -1.67 -5.19 0.49
H -1.48 -4.48 -2.77
H -1.42 -6.03 -2.02
H -2.35 -6.36 -4.19
H -3.60 -5.17 -3.92
H -3.67 -6.64 -3.01
C -3.84 2.90 -0.35
C -5.17 2.25 -0.87
O -5.21 0.90 -0.36
C -6.32 0.13 -0.78
C -6.08 -1.21 -0.04
H -3.02 2.19 -0.34
H -3.63 3.72 -1.04
H -4.03 3.17 0.69
H -6.10 2.73 -0.58
H -5.19 2.21 -1.96
H -7.27 0.62 -0.59
H -6.23 -0.16 -1.83
H -6.91 -1.88 -0.24
H -5.87 -1.08 1.03
H -5.26 -1.73 -0.54
C 3.81 -1.20 0.00
C 5.00 -1.21 -0.89
O 5.27 0.21 -0.95
C 6.11 0.63 -1.97
C 7.50 -0.03 -1.92
H 2.96 -0.90 -0.61
H 3.60 -2.15 0.49
H 3.99 -0.60 0.89
H 5.77 -1.81 -0.41
H 4.80 -1.60 -1.89
H 5.59 0.32 -2.88
H 6.11 1.72 -1.99
H 7.34 -1.11 -1.86
H 8.12 0.26 -1.06
H 8.07 0.19 -2.82
C -0.86 3.90 5.36
C -0.19 3.90 3.99
O 0.61 2.75 4.09
C 1.31 2.57 2.89
C 1.96 1.16 2.86
H -1.20 4.89 5.68
H -1.71 3.24 5.52
H -0.11 3.69 6.12
H -1.00 3.93 3.26
H 0.40 4.82 4.02
H 0.55 2.59 2.12
H 2.09 3.32 2.72
H 2.29 0.82 1.87
H 1.10 0.54 3.09
H 2.77 1.16 3.59
C 3.60 3.97 -2.07
C 3.24 3.21 -0.71
O 1.97 3.54 -0.20
C 0.84 3.00 -0.89
C -0.36 3.87 -0.57
H 3.58 5.05 -1.94
H 4.57 3.66 -2.45
H 2.82 3.84 -2.83
H 3.27 2.13 -0.85
H 3.95 3.53 0.06
H 0.93 2.86 -1.96
H 0.70 2.01 -0.45
H -1.26 3.47 -1.03
H -0.22 4.89 -0.92
H -0.54 3.97 0.50

The calculation puts the LUMO energy at -0.23 eV. The value obtained for the relative energy (zero: lowest compared OMol25 entry of this formula, charge and spin) is 58.5 kcal per mole. The calculation puts the calculated total energy at -194011.906 eV. As for the charge: 0.

Atomic partial charges in e from the Mulliken method, atoms 1 to 8: number 1, C, carries -0.3523; number 2, N, carries 0.9499; number 3, O, carries -0.5624; number 4, O, carries -0.4264; number 5, H, carries 0.4062; number 6, H, carries -0.0958; number 7, H, carries 0.0313; number 8, C, carries -0.4930



2.
The following is a DFT calculation (ωB97M-V/def2-TZVPD) of C2H3N5O in the gas phase in a non-equilibrium geometry.

Atoms and positions in Å:
C -1.28 -0.79 0.90
C -0.18 0.46 -0.68
H -1.58 -2.04 2.19
H -0.53 -0.35 1.66
H 2.58 0.41 -0.99
N -1.97 -1.86 1.14
N -1.27 -0.09 -0.33
N 0.07 1.62 -1.55
N 1.34 1.69 -1.52
N 1.90 1.01 -0.59
O 0.93 -0.07 -0.25

The calculation puts the LUMO energy at -0.96 eV. The value obtained for the relative energy (zero: lowest compared OMol25 entry of this formula, charge and spin) is 120.3 kcal per mole. The calculation puts the calculated total energy at -11615.611 eV. As for the charge: 0.

Atomic partial charges in e from the natural (NBO) method, atoms 1 to 8: number 1, C, carries 0.2299; number 2, C, carries 0.6042; number 3, H, carries 0.3302; number 4, H, carries 0.1349; number 5, H, carries 0.3885; number 6, N, carries -0.6052; number 7, N, carries -0.5146; number 8, N, carries -0.1673



3.
The following is a DFT calculation (ωB97M-V/def2-TZVPD) of C17H29N5O7 in the gas phase.

Atoms and positions in Å:
C -2.85 3.90 -3.55
O -2.37 3.31 -2.36
C -3.43 2.83 -1.54
C -2.88 1.96 -0.45
O -1.98 2.74 0.34
C -1.55 2.20 1.55
C -1.00 0.78 1.54
O -1.05 0.01 0.60
N -0.46 0.44 2.74
C 0.10 -0.86 3.04
C 1.63 -0.87 3.07
O 2.13 0.25 3.77
C 1.86 0.26 5.16
C 2.16 -2.21 3.58
C 2.13 -3.12 2.36
N 2.28 -2.20 1.24
C 2.43 -2.70 -0.01
O 2.47 -3.90 -0.20
C 2.51 -1.72 -1.16
C 1.13 -1.54 -1.78
C 1.21 -0.78 -3.10
N -0.11 -0.47 -3.61
C -0.83 0.66 -3.40
O -0.27 1.67 -2.75
N -2.04 0.57 -3.86
N -2.14 -0.71 -4.44
C -0.99 -1.27 -4.27
O -0.62 -2.51 -4.65
C 2.20 -0.80 1.64
H -1.99 4.27 -4.10
H -3.38 3.16 -4.16
H -3.52 4.74 -3.32
H -3.97 3.68 -1.13
H -4.11 2.22 -2.15
H -3.71 1.60 0.17
H -2.37 1.09 -0.86
H -0.78 2.87 1.92
H -2.37 2.20 2.28
H -0.35 1.16 3.44
H -0.29 -1.21 4.00
H -0.26 -1.56 2.28
H 2.33 1.15 5.57
H 0.79 0.29 5.38
H 2.28 -0.62 5.66
H 3.19 -2.06 3.93
H 1.58 -2.61 4.41
H 2.93 -3.86 2.36
H 1.19 -3.67 2.27
H 2.92 -0.75 -0.84
H 3.20 -2.16 -1.88
H 0.68 -2.52 -1.96
H 0.47 -0.99 -1.10
H 1.73 0.17 -2.97
H 1.75 -1.36 -3.85
H -0.99 2.28 -2.46
H -1.38 -2.90 -5.09
H 1.55 -0.23 0.98
H 3.18 -0.32 1.68

The calculation puts the LUMO energy at 0.38 eV. The value obtained for the relative energy (zero: lowest compared OMol25 entry of this formula, charge and spin) is 14.2 kcal per mole. The calculation puts the calculated total energy at -39882.516 eV. As for the charge: 0.

Atomic partial charges in e from the natural (NBO) method, atoms 1 to 8: number 1, C, carries -0.2500; number 2, O, carries -0.5629; number 3, C, carries -0.0780; number 4, C, carries -0.0982; number 5, O, carries -0.5244; number 6, C, carries -0.1480; number 7, C, carries 0.6606; number 8, O, carries -0.6335



4.
The following is a DFT calculation (ωB97M-V/def2-TZVPD) of C21H26F3N3NiO3 as an isolated structure in a non-equilibrium geometry.

Atoms and positions in Å:
Ni 0.03 -0.13 -0.16
C -1.67 -0.95 -2.24
O -1.20 0.40 -1.96
O -1.26 -1.57 -1.04
C -3.21 -1.17 -2.62
F -3.49 -0.48 -3.70
F -3.49 -2.44 -2.83
F -4.06 -0.82 -1.61
C -1.52 1.35 -2.97
C -0.79 2.65 -2.79
H -1.10 3.41 -3.51
H -1.06 3.12 -1.84
H 0.28 2.51 -2.91
H -2.57 1.63 -3.02
H -1.22 1.06 -3.98
H -1.05 -1.27 -3.08
C 1.78 3.87 -0.26
C 1.95 2.64 0.57
O 1.10 1.56 0.24
H 1.96 3.84 -1.34
H 2.50 4.58 0.13
H 0.77 4.28 -0.14
H 1.91 3.02 1.59
H 2.95 2.25 0.36
N 0.57 -1.35 1.58
C 1.10 -0.79 2.75
C 1.41 -1.54 3.87
C 1.07 -2.87 3.96
C 0.47 -3.46 2.80
C 0.22 -2.67 1.64
H 1.28 0.27 2.75
H 1.83 -1.07 4.75
H 1.21 -3.44 4.87
H 0.09 -4.46 2.91
H -0.28 -3.15 0.81
N -1.69 0.52 1.09
C -1.83 1.83 1.48
C -2.71 2.25 2.49
C -3.61 1.33 3.09
C -3.58 -0.01 2.65
C -2.59 -0.34 1.66
H -1.19 2.52 0.95
H -2.83 3.28 2.79
H -4.41 1.73 3.70
H -4.24 -0.82 2.93
H -2.56 -1.36 1.31
N 1.79 -0.99 -1.12
C 2.87 -1.20 -0.36
C 4.07 -1.85 -0.65
C 4.13 -2.36 -1.96
C 3.06 -2.18 -2.84
C 1.98 -1.50 -2.38
H 2.86 -0.85 0.66
H 4.78 -1.91 0.17
H 5.01 -2.88 -2.30
H 3.01 -2.59 -3.83
H 1.16 -1.40 -3.08

The multiplicity is 4. The calculation puts the LUMO energy (spin up / spin down) at -2.57 / -5.77 eV. The calculation puts the calculated total energy at -81999.115 eV. As for the charge: +1.

Atomic partial charges in e from the natural (NBO) method, atoms 1 to 8: number 1, Ni, carries 1.5347; number 2, C, carries 0.3211; number 3, O, carries -0.6034; number 4, O, carries -0.9221; number 5, C, carries 0.9349; number 6, F, carries -0.3154; number 7, F, carries -0.3071; number 8, F, carries -0.3325



5.
The following is a DFT calculation (ωB97M-V/def2-TZVPD) of C4H6F2S in the gas phase in a non-equilibrium geometry.

Atoms and positions in Å:
C -0.31 0.36 -1.25
C 0.10 -0.24 0.11
C -1.28 0.35 -0.09
C 1.06 0.34 1.06
F -1.52 1.54 0.55
F -2.44 -0.41 -0.04
S 0.08 -2.20 0.27
H -0.01 1.40 -1.48
H -0.51 -0.23 -2.20
H 0.68 0.35 2.12
H 1.41 1.29 0.74
H 1.94 -0.21 1.03
H 0.80 -2.33 -0.80

The calculation puts the LUMO energy at 0.73 eV. The value obtained for the relative energy (zero: lowest compared OMol25 entry of this formula, charge and spin) is 25.8 kcal per mole. The calculation puts the calculated total energy at -20513.829 eV. As for the charge: 0.

Atomic partial charges in e from the natural (NBO) method, atoms 1 to 8: number 1, C, carries -0.4932; number 2, C, carries -0.1293; number 3, C, carries 0.6625; number 4, C, carries -0.6399; number 5, F, carries -0.3342; number 6, F, carries -0.3231; number 7, S, carries -0.0370; number 8, H, carries 0.2414



6.
The following is a DFT calculation (ωB97M-V/def2-TZVPD) of a 12-piece molecular cluster, C69H156N6O12 overall in a non-equilibrium geometry.

Atoms and positions in Å:
O -1.21 5.20 2.13
H -2.07 4.82 2.27
H -0.69 4.50 1.75
C 3.49 9.89 1.75
C 4.98 10.07 2.32
C 5.76 10.99 1.29
C 7.20 11.48 1.92
C 6.92 12.21 3.26
C 5.96 11.54 4.29
N 4.78 10.90 3.57
O 3.87 10.21 4.44
C 6.72 10.43 5.14
C 5.47 12.66 5.21
C 5.63 8.65 2.58
H 2.71 10.53 2.17
H 3.11 8.93 2.08
H 3.45 9.79 0.67
H 5.85 10.58 0.28
H 5.23 11.92 1.07
H 7.76 12.12 1.24
H 7.83 10.59 2.04
H 6.57 13.22 3.05
H 7.85 12.26 3.83
H 7.33 9.75 4.55
H 7.40 10.93 5.83
H 6.15 9.70 5.72
H 6.32 13.24 5.56
H 4.77 13.32 4.69
H 4.83 12.36 6.04
H 6.70 8.74 2.74
H 5.43 8.02 1.72
H 5.16 8.18 3.44
H 3.10 10.78 4.50
C -2.75 -4.46 7.14
C -2.47 -6.00 7.15
C -1.00 -6.21 7.22
C -0.54 -7.61 7.49
C -1.23 -8.29 8.70
C -2.81 -8.03 8.78
N -3.10 -6.64 8.35
O -4.44 -6.29 8.55
C -3.53 -9.00 7.91
C -3.31 -8.23 10.26
C -2.93 -6.51 5.74
H -2.25 -4.01 6.29
H -2.48 -3.90 8.04
H -3.83 -4.31 7.14
H -0.55 -5.92 6.27
H -0.64 -5.58 8.03
H 0.54 -7.65 7.63
H -0.70 -8.20 6.59
H -0.77 -8.02 9.66
H -1.22 -9.37 8.56
H -3.33 -8.85 6.85
H -3.23 -10.04 8.01
H -4.61 -8.90 8.05
H -4.39 -8.13 10.22
H -2.98 -9.18 10.67
H -2.97 -7.38 10.85
H -2.52 -7.49 5.49
H -2.78 -5.77 4.96
H -3.99 -6.72 5.69
H -4.96 -6.83 7.95
C -6.19 4.63 -5.82
C -7.43 5.42 -6.31
C -8.37 5.56 -5.04
C -9.60 6.42 -5.41
C -9.09 7.84 -5.68
C -8.02 7.88 -6.90
N -7.03 6.77 -6.70
O -6.08 6.81 -7.73
C -8.77 7.80 -8.29
C -7.42 9.29 -6.80
C -8.14 4.49 -7.42
H -6.49 3.95 -5.02
H -5.58 5.32 -5.24
H -5.56 4.23 -6.61
H -8.67 4.52 -4.85
H -7.72 6.02 -4.30
H -10.26 6.38 -4.54
H -10.11 6.06 -6.31
H -8.65 8.25 -4.77
H -9.95 8.40 -6.04
H -9.17 8.74 -8.68
H -8.09 7.46 -9.07
H -9.55 7.04 -8.27
H -6.77 9.31 -7.68
H -8.19 10.06 -6.79
H -6.78 9.41 -5.93
H -8.65 3.68 -6.91
H -7.43 4.14 -8.17
H -8.85 5.08 -8.00
H -5.29 7.09 -7.26
C -5.90 -7.66 -5.42
C -6.40 -6.33 -4.81
C -7.32 -6.74 -3.62
C -7.66 -5.60 -2.63
C -6.37 -4.96 -2.13
C -5.34 -4.61 -3.28
N -5.20 -5.72 -4.23
O -4.09 -5.69 -5.06
C -5.76 -3.28 -3.93
C -3.99 -4.42 -2.54
C -7.16 -5.47 -5.79
H -5.18 -7.41 -6.19
H -6.72 -8.16 -5.94
H -5.49 -8.35 -4.68
H -8.23 -7.18 -4.04
H -6.94 -7.57 -3.02
H -8.33 -5.81 -1.80
H -8.21 -4.88 -3.25
H -5.92 -5.53 -1.32
H -6.58 -4.01 -1.64
H -6.77 -3.35 -4.34
H -5.58 -2.52 -3.17
H -5.05 -3.17 -4.75
H -3.20 -4.05 -3.19
H -3.94 -3.46 -2.01
H -3.71 -5.24 -1.89
H -7.69 -6.06 -6.54
H -6.55 -4.85 -6.45
H -7.92 -4.86 -5.31
H -3.76 -6.58 -4.94
C 0.56 2.80 -0.98
C 1.31 1.76 -0.15
C 2.66 2.47 0.25
C 3.37 1.73 1.42
C 2.49 1.48 2.59
C 1.10 0.86 2.25
N 0.55 1.56 1.06
O -0.75 1.11 0.71
C 1.21 -0.70 2.02
C 0.24 1.14 3.47
C 1.58 0.44 -0.94
H 0.46 3.74 -0.43
H -0.39 2.44 -1.36
H 1.09 3.08 -1.89
H 3.32 2.47 -0.62
H 2.50 3.52 0.46
H 4.20 2.31 1.82
H 3.72 0.76 1.07
H 2.28 2.41 3.13
H 2.94 0.73 3.24
H 0.65 -1.34 2.69
H 0.65 -0.95 1.12
H 2.25 -0.95 1.79
H -0.79 0.78 3.45
H 0.49 0.66 4.42
H 0.26 2.20 3.73
H 2.25 -0.29 -0.48
H 2.03 0.54 -1.93
H 0.66 -0.12 -1.14
H -1.31 1.80 1.06
C 3.86 -7.70 -4.07
C 4.76 -7.16 -5.20
C 6.19 -6.92 -4.74
C 7.31 -6.74 -5.77
C 7.27 -7.93 -6.71
C 5.84 -8.20 -7.35
N 4.84 -8.17 -6.24
O 3.58 -8.54 -6.69
C 5.48 -7.15 -8.50
C 5.77 -9.61 -8.02
C 4.22 -5.79 -5.68
H 3.82 -7.06 -3.19
H 4.09 -8.73 -3.79
H 2.84 -7.77 -4.45
H 6.10 -5.99 -4.18
H 6.46 -7.68 -4.01
H 8.25 -6.72 -5.22
H 7.25 -5.77 -6.27
H 7.60 -8.85 -6.23
H 7.99 -7.74 -7.50
H 6.09 -7.23 -9.40
H 4.54 -7.49 -8.94
H 5.43 -6.12 -8.14
H 4.89 -9.80 -8.63
H 6.53 -9.66 -8.80
H 5.92 -10.38 -7.27
H 3.94 -5.11 -4.88
H 3.34 -5.82 -6.31
H 5.00 -5.40 -6.35
H 3.66 -9.46 -6.43
C -4.53 9.85 -1.25
C -3.31 10.72 -1.41
C -2.73 11.21 -0.10
O -2.31 9.89 -2.01
H -4.19 8.96 -0.73
H -4.92 9.58 -2.23
H -5.38 10.23 -0.68
H -3.55 11.51 -2.13
H -3.24 12.08 0.33
H -1.76 11.65 -0.30
H -2.62 10.38 0.60
H -1.86 9.40 -1.32
C 8.93 -1.42 0.32
C 9.27 -2.70 -0.32
C 10.20 -2.57 -1.58
O 9.91 -3.51 0.67
H 8.44 -1.56 1.28
H 8.26 -0.76 -0.23
H 9.91 -0.95 0.45
H 8.39 -3.26 -0.64
H 11.10 -2.09 -1.19
H 9.79 -1.97 -2.40
H 10.52 -3.52 -2.00
H 10.76 -3.11 0.86
C 5.85 -8.38 4.60
C 5.92 -7.58 3.32
C 4.52 -7.18 2.79
O 6.52 -6.38 3.65
H 5.28 -9.29 4.42
H 5.57 -7.76 5.45
H 6.87 -8.70 4.84
H 6.38 -8.13 2.49
H 3.95 -7.93 2.24
H 4.57 -6.21 2.28
H 3.86 -7.04 3.64
H 7.11 -6.03 2.98
C 6.87 -1.32 8.12
C 5.40 -0.96 7.89
C 4.51 -2.16 7.47
O 4.72 -0.32 8.97
H 7.43 -0.52 8.61
H 7.38 -1.46 7.17
H 6.90 -2.17 8.80
H 5.47 -0.39 6.97
H 3.44 -1.95 7.45
H 4.67 -3.01 8.14
H 4.67 -2.47 6.43
H 3.76 -0.30 9.03
C -6.76 1.97 0.48
C -6.25 3.35 0.90
C -7.36 4.28 1.21
O -5.27 3.36 1.95
H -7.56 2.13 -0.23
H -7.15 1.35 1.29
H -6.00 1.35 -0.01
H -5.74 3.82 0.05
H -7.63 4.20 2.27
H -8.32 4.03 0.76
H -7.16 5.32 0.94
H -5.64 3.27 2.83

The calculation puts the LUMO energy at 0.15 eV. The calculation puts the calculated total energy at -107580.957 eV. As for the charge: 0.

Atomic partial charges in e from the Mulliken method, atoms 1 to 8: number 1, O, carries -0.6884; number 2, H, carries 0.3081; number 3, H, carries 0.3476; number 4, C, carries -1.5895; number 5, C, carries 1.2995; number 6, C, carries -1.2586; number 7, C, carries -0.8368; number 8, C, carries -1.0292